(1)
Here is a molecular structure, C32H34N6O4PS2Ti from the OMol25 dataset. Energies are from ωB97M-V/def2-TZVPD.

Computed properties:
Energy, Eh: -3856.6328
HOMO-LUMO gap (alpha / beta), eV: 6.186 / 6.051
Multiplicity: 2
ΔE to the lowest compared entry with this formula, charge and spin, kcal/mol: 26.6

CARTESIAN COORDINATES (ANGSTROEM)
Ti -0.06 -0.68 0.91
C 1.88 0.00 4.62
C 1.47 -0.49 3.27
N 0.26 -0.35 2.82
N -0.75 0.04 3.66
C -1.84 -0.64 3.42
N -2.96 -0.31 4.11
S -1.93 -1.95 2.29
C 2.30 -1.29 2.39
C 3.62 -1.63 2.64
C 4.26 -2.56 1.85
C 3.54 -3.15 0.81
C 2.25 -2.74 0.58
N 1.62 -1.82 1.32
H 1.01 0.00 5.27
H 2.24 1.03 4.53
H 2.67 -0.62 5.05
H -2.85 0.29 4.92
H -3.71 -0.97 4.12
H 4.15 -1.16 3.46
H 5.29 -2.83 2.02
H 3.99 -3.90 0.17
H 1.70 -3.17 -0.24
C 3.57 1.66 0.02
C 3.19 2.87 0.59
C 1.90 3.04 1.04
C 0.98 2.00 0.93
C 1.34 0.75 0.40
C 2.66 0.62 -0.06
C -0.44 2.15 1.27
C -0.98 3.34 1.79
C -2.31 3.45 2.03
C -3.17 2.40 1.64
C -4.57 2.51 1.75
C -5.38 1.52 1.26
C -4.81 0.41 0.62
C -3.45 0.27 0.53
C -2.58 1.24 1.08
N -1.21 1.09 0.99
H 4.57 1.53 -0.36
H 3.91 3.67 0.68
H 1.62 4.00 1.47
H 2.99 -0.32 -0.49
H -0.32 4.17 2.02
H -2.73 4.35 2.46
H -4.99 3.39 2.21
H -6.46 1.61 1.33
H -5.45 -0.35 0.19
H -3.04 -0.58 0.02
C -2.89 2.83 -2.08
P -1.66 1.66 -2.72
C -0.19 2.64 -3.11
C -2.29 1.00 -4.28
O -1.35 0.59 -1.73
H -3.21 3.55 -2.83
H -2.45 3.35 -1.23
H -3.75 2.26 -1.72
H -0.44 3.57 -3.63
H 0.48 2.05 -3.74
H 0.32 2.87 -2.17
H -2.65 1.79 -4.94
H -3.11 0.31 -4.06
H -1.49 0.45 -4.77
N -0.77 -1.93 -0.68
C 0.12 -2.41 -1.71
C 0.14 -3.76 -2.06
C 1.11 -4.22 -2.93
C 2.04 -3.34 -3.46
C 1.98 -1.99 -3.16
C 1.02 -1.52 -2.28
S 3.42 -4.00 -4.43
O 2.80 -4.87 -5.41
O 4.07 -2.81 -4.97
O 4.18 -4.68 -3.39
H -1.43 -2.65 -0.41
H -1.28 -1.11 -1.07
H -0.57 -4.44 -1.60
H 1.17 -5.27 -3.20
H 2.72 -1.34 -3.61
H 0.97 -0.47 -2.01

(2)
Here is a molecular structure, C32H34PtSb from the OMol25 dataset. Energies are from ωB97M-V/def2-TZVPD.

Computed properties:
Energy, Eh: -1598.7907
HOMO-LUMO gap (alpha / beta), eV: 7.416 / 4.543
Net charge: +1
Multiplicity: 5

CARTESIAN COORDINATES (ANGSTROEM)
C -0.47 0.45 -4.55
C -0.02 1.90 -4.56
C 0.23 -0.40 -5.63
C -1.98 0.41 -4.68
H -0.33 -0.36 -6.58
H 0.26 -1.45 -5.32
H 1.26 -0.08 -5.78
H -0.16 2.32 -5.57
H 1.02 2.03 -4.30
H -0.62 2.49 -3.86
H -2.31 1.10 -5.48
H -2.46 0.74 -3.76
H -2.35 -0.58 -4.92
C 2.20 -0.88 -1.16
C 2.34 -1.17 -2.56
C 2.25 0.13 -3.26
H 2.61 -2.10 -3.05
C 2.06 1.16 -2.25
C 2.10 0.53 -1.00
H 2.15 1.05 -0.05
H 2.25 -1.61 -0.35
H 2.55 0.28 -4.29
H 1.93 2.23 -2.43
C -1.71 -1.80 -1.00
C -0.47 -2.49 -1.00
C -0.10 -2.78 -2.36
H 0.07 -2.83 -0.12
C -1.19 -2.25 -3.21
C -2.12 -1.56 -2.33
H -3.02 -1.02 -2.64
H -2.28 -1.54 -0.12
H 0.69 -3.45 -2.72
H -1.32 -2.51 -4.26
Pt 0.27 -0.72 -2.98
C 0.38 4.05 4.36
C 0.62 4.23 2.99
C 0.24 3.25 2.07
C -0.37 2.09 2.57
C -0.55 1.86 3.93
C -0.19 2.87 4.82
Sb -0.41 0.39 1.25
C 1.54 -0.14 2.20
C 2.61 0.77 2.32
C 3.74 0.44 3.06
C 3.82 -0.81 3.69
C 2.77 -1.72 3.56
C 1.64 -1.40 2.79
C -2.03 -0.60 2.29
C -1.97 -1.98 2.48
C -2.99 -2.64 3.19
C -4.08 -1.91 3.68
C -4.18 -0.53 3.42
C -3.16 0.12 2.70
H 0.65 4.83 5.06
H 1.13 5.12 2.62
H 0.46 3.36 1.01
H -0.92 0.89 4.30
H -0.33 2.70 5.89
H 2.57 1.76 1.84
H 4.56 1.16 3.14
H 4.70 -1.06 4.28
H 2.82 -2.69 4.05
H 0.83 -2.13 2.69
H -1.15 -2.57 2.06
H -2.91 -3.71 3.36
H -4.86 -2.42 4.24
H -5.05 0.03 3.76
H -3.26 1.19 2.48

(3)
Here is a molecular structure, C32H35AsMnN3O3PSSe2Te from the OMol25 dataset. Energies are from ωB97M-V/def2-TZVPD.

Computed properties:
Energy, Eh: -10827.7022
HOMO-LUMO gap (alpha / beta), eV: 6.531 / 6.692
Multiplicity: 2
ΔE to the lowest compared entry with this formula, charge and spin, kcal/mol: 11.9

CARTESIAN COORDINATES (ANGSTROEM)
Mn -1.61 0.83 0.28
S 0.08 2.42 0.69
C 1.45 2.86 -0.35
C 1.69 4.23 -0.49
C 2.78 4.71 -1.19
C 3.67 3.83 -1.78
C 3.45 2.46 -1.65
C 2.36 1.96 -0.94
As 1.99 0.05 -0.88
C 2.37 -0.37 0.99
C 2.73 0.57 1.94
C 2.99 0.19 3.25
C 2.89 -1.15 3.61
C 2.52 -2.10 2.67
C 2.25 -1.71 1.36
C 3.68 -0.61 -1.62
C 3.69 -0.97 -2.97
C 4.86 -1.42 -3.58
C 6.02 -1.53 -2.83
C 6.02 -1.18 -1.49
C 4.85 -0.72 -0.89
H 1.00 4.92 -0.02
H 2.94 5.78 -1.28
H 4.53 4.19 -2.33
H 4.15 1.77 -2.11
H 2.81 1.62 1.66
H 3.27 0.93 3.98
H 3.10 -1.45 4.63
H 2.44 -3.14 2.95
H 1.95 -2.45 0.63
H 2.78 -0.90 -3.55
H 4.85 -1.69 -4.62
H 6.93 -1.88 -3.30
H 6.93 -1.27 -0.90
H 4.86 -0.45 0.16
Se -5.06 2.12 1.51
Se -3.40 2.98 2.87
C -2.36 1.44 3.33
C -2.26 1.20 4.70
C -1.39 0.23 5.16
C -0.65 -0.47 4.23
C -0.83 -0.20 2.89
N -1.67 0.74 2.42
C -4.30 2.75 -0.13
C -5.14 3.43 -1.02
C -4.57 4.04 -2.12
C -3.19 4.01 -2.27
C -2.45 3.29 -1.34
N -2.99 2.61 -0.33
H -2.86 1.79 5.38
H -1.29 0.04 6.22
H 0.07 -1.23 4.52
H -0.26 -0.74 2.14
H -6.19 3.51 -0.81
H -5.19 4.58 -2.83
H -2.69 4.53 -3.07
H -1.37 3.26 -1.38
C -2.50 -5.11 2.19
C -2.65 -4.40 0.86
O -1.66 -3.36 0.80
P -1.83 -2.09 -0.15
O -0.71 -1.14 0.17
Te -3.88 -0.95 0.10
O -1.58 -2.62 -1.64
C -2.60 -3.27 -2.41
C -2.86 -2.48 -3.67
H -3.22 -5.93 2.25
H -2.67 -4.42 3.01
H -1.49 -5.52 2.28
H -3.65 -3.95 0.78
H -2.50 -5.08 0.03
H -3.52 -3.35 -1.82
H -2.24 -4.28 -2.64
H -3.29 -1.51 -3.42
H -3.56 -3.01 -4.31
H -1.93 -2.33 -4.22
N -1.28 0.67 -1.80
H -0.76 -0.19 -1.92
H -0.69 1.42 -2.16
H -2.12 0.62 -2.38

Question: The highest energy belongs to which entry?
Answer: C32H34PtSb

Question: What is the formula in the third record?
Answer: C32H35AsMnN3O3PSSe2Te

Question: Which value of multiplicity does entry 3 give?
Answer: 2